ORCA calculation (wB97M-V/def2-TZVPD) on C29H54CeN6O4PS2 as an isolated structure at a distorted geometry.

Last column: Mulliken spin population.
Geometry (Å):
1 Ce -0.65029 0.35772 1.02494  0.94
2 C 3.05966 1.27381 -0.24854  0.00
3 C 2.15642 2.45654 -0.71351  0.00
4 N 0.78500 2.55968 -0.19822  0.00
5 C -0.07997 3.37757 -1.04610  0.00
6 C -1.55243 2.98797 -0.89681  0.01
7 N -1.82721 1.56874 -1.17987  0.01
8 C -2.16577 1.25247 -2.57788  0.00
9 C -1.00628 1.25278 -3.58506  0.00
10 C 0.26715 0.52215 -3.16927  0.00
11 N 0.18242 -0.94228 -3.23132  0.00
12 C 1.47581 -1.59018 -3.47791  0.00
13 C 2.55709 -1.26634 -2.44437  0.00
14 N 2.36177 -1.92545 -1.16217  0.00
15 C 3.01429 -1.29828 -0.02357  0.00
16 H 3.80798 2.07758 1.39204  0.00
17 H 3.58639 0.92217 -1.13527  0.00
18 H 2.06535 2.36676 -1.79721  0.00
19 H 2.72978 3.37133 -0.51778  0.00
20 H 0.78057 2.91500 0.75197  0.00
21 H 0.22373 3.22601 -2.08163  0.00
22 H 0.01001 4.45238 -0.83853  0.00
23 H -2.14954 3.63561 -1.55221  0.00
24 H -1.85262 3.17809 0.13830  0.00
25 H -2.66809 1.34375 -0.64662  0.01
26 H -2.92569 1.95698 -2.94391  0.00
27 H -2.62446 0.26281 -2.56831  0.00
28 H -0.73031 2.28743 -3.80029  0.00
29 H -1.39409 0.83599 -4.52033  0.00
30 H 0.51225 0.77450 -2.14021  0.00
31 H 1.07432 0.88867 -3.82599  0.00
32 H -0.44188 -1.21369 -3.98264  0.00
33 H 1.88347 -1.29073 -4.45839  0.00
34 H 1.31508 -2.67192 -3.50235  0.00
35 H 2.53546 -0.19315 -2.27635  0.00
36 H 3.53593 -1.50920 -2.88702  0.00
37 H 2.60987 -2.90400 -1.22546  0.00
38 H 4.08455 -1.09993 -0.19366  0.00
39 H 2.92574 -1.98383 0.82262  0.00
40 C 3.32993 1.78284 8.54252  0.00
41 C 2.55297 1.53769 7.27895  0.00
42 C 2.10106 2.59778 6.49973  0.00
43 C 1.40746 2.36826 5.32121  0.00
44 C 1.16550 1.06653 4.92222  0.00
45 C 1.60033 -0.00814 5.68487  0.00
46 C 2.28519 0.23278 6.86096  0.00
47 S 0.33035 0.69866 3.40572  0.01
48 O -0.96105 0.10078 3.69704  0.00
49 O 0.17417 1.97244 2.66611  0.00
50 N 1.13084 -0.33741 2.55714  0.00
51 C 2.32442 0.22112 1.91876  -0.01
52 C 2.28632 0.04339 0.35512  -0.01
53 O 4.14084 1.72976 0.56069  0.00
54 O 1.01007 -0.02547 -0.13902  0.02
55 H 3.16053 2.78905 8.92257  0.00
56 H 4.40033 1.66348 8.36354  0.00
57 H 3.04417 1.06948 9.31554  0.00
58 H 2.28480 3.61738 6.81513  0.00
59 H 1.04165 3.18752 4.71489  0.00
60 H 1.39424 -1.01688 5.34538  0.00
61 H 2.61743 -0.59801 7.47142  0.00
62 H 3.22855 -0.23820 2.32668  0.00
63 H 2.36624 1.29108 2.15525  0.00
64 S -4.80447 2.45840 2.87051  0.00
65 C -3.69625 1.65336 2.05750  0.00
66 N -2.88632 1.08367 1.40732  0.01
67 C -0.64006 -3.69155 -1.00064  0.00
68 C -1.99184 -3.23927 -0.43982  -0.01
69 C -2.63632 -2.25659 -1.42210  0.00
70 P -1.78225 -2.37117 1.19337  0.01
71 C -3.57476 -2.15022 1.71097  0.00
72 C -3.67898 -1.80671 3.20034  0.00
73 C -4.56508 -3.24937 1.32845  0.00
74 C -1.05019 -3.76318 2.22057  0.00
75 C -1.98534 -4.94474 2.46543  0.00
76 C -0.45497 -3.28329 3.54434  0.00
77 H -0.75385 -3.94599 -2.05800  0.00
78 H -0.25939 -4.57700 -0.48897  0.00
79 H 0.09591 -2.88673 -0.93069  0.00
80 H -2.63811 -4.10836 -0.29172  0.00
81 H -1.89393 -1.49851 -1.68175  0.01
82 H -3.52531 -1.77212 -1.01142  0.00
83 H -2.93288 -2.77453 -2.33698  0.00
84 H -3.85736 -1.24945 1.15926  0.00
85 H -3.57967 -2.70059 3.81882  0.00
86 H -4.65177 -1.35736 3.40927  0.00
87 H -2.91740 -1.09205 3.49618  0.00
88 H -4.31897 -4.20942 1.77952  0.00
89 H -4.63329 -3.38398 0.24813  0.00
90 H -5.55424 -2.95437 1.68685  0.00
91 H -0.22574 -4.11158 1.59200  0.00
92 H -2.78935 -4.67191 3.14836  0.00
93 H -1.42523 -5.76337 2.92358  0.00
94 H -2.42452 -5.32136 1.54003  0.00
95 H -1.22922 -2.90451 4.21333  0.00
96 H 0.26175 -2.49003 3.37601  0.00
97 H 0.05427 -4.11486 4.04056  0.00

## Properties
HOMO energy (spin up / spin down) = -7.44 / -7.91 eV
E_tot = -3379.8201 Eh
⟨S²⟩ = 0.751
2S+1 = 2
Relative energy (zero: lowest compared OMol25 entry of this formula, charge and spin) = 3.320 eV
HOMO-LUMO gap (spin up / spin down) = 0.2876 / 0.3049 Eh